# 1
C21H23MgN5O2Si as an isolated structure, computed with ωB97M-V/def2-TZVPD.

- Energy relative to the best compared isomer or geometry (same formula, charge and spin): 0.0173 eV
- Total charge: 0
- Frontier orbital gap: 0.283 hartree

```
53
Properties=species:S:1:pos:R:3:forces:R:3
Si -0.66140 -2.63887 -1.03296 0.047 0.004 -0.032
Mg -0.00390 0.75527 -0.22986 0.074 0.031 0.058
O -0.96886 4.72862 -1.05708 0.024 -0.003 -0.024
O 1.82806 4.30873 -1.43667 -0.014 0.003 0.018
N -2.03923 1.43741 -0.33276 -0.036 0.009 0.035
N 2.05912 0.82596 -0.87155 0.057 -0.002 -0.014
N -0.26774 -1.28527 -0.05161 -0.051 -0.032 -0.043
N 0.22159 2.73060 -0.81106 -0.050 -0.035 -0.002
N 0.33712 -0.01560 1.72840 -0.054 -0.020 -0.027
C 0.62312 -2.15721 3.41361 -0.006 -0.043 0.001
C 0.92212 1.61337 3.40779 0.002 0.024 0.023
C -3.38389 3.38824 -0.57171 -0.008 -0.002 -0.004
C 2.92894 -0.18397 -0.88124 0.028 -0.009 0.004
C -4.39960 1.27521 -0.09260 0.050 -0.028 0.000
C -3.13415 0.71497 -0.09891 -0.066 0.009 0.012
C 3.80443 2.32201 -1.49732 -0.004 -0.004 0.008
C 0.08943 -1.27057 1.24665 -0.017 -0.021 -0.019
C 0.23978 -2.37860 2.11363 0.012 0.002 0.043
C 0.71052 0.18573 2.99550 0.015 0.032 0.024
C -1.23490 -1.94538 -2.68317 -0.005 0.026 0.011
C 2.48549 2.05700 -1.16945 -0.026 0.044 -0.002
C -4.52174 2.63613 -0.33335 -0.016 0.018 0.003
C 1.46006 3.19024 -1.14881 0.114 -0.010 -0.069
C 0.82923 -3.74906 -1.30665 0.005 -0.004 -0.003
C -2.04887 -3.69064 -0.32747 -0.007 -0.019 0.021
C 4.26352 -0.00643 -1.20115 -0.060 -0.030 0.026
C 0.86627 -0.86419 3.88049 0.012 0.030 -0.039
C -0.87597 3.53935 -0.84317 -0.136 0.022 0.070
C -2.15636 2.74881 -0.56468 0.071 0.020 -0.035
C 4.70440 1.27065 -1.51499 0.040 0.019 -0.014
H 4.08301 3.33995 -1.72798 0.002 0.000 -0.004
H -0.85386 -0.93401 -2.84667 0.035 -0.014 -0.009
H -2.97002 -0.34021 0.08713 -0.008 -0.002 0.001
H -1.72998 -4.30771 0.51442 0.003 0.009 0.008
H -2.87833 -3.06737 0.01581 -0.010 0.002 -0.011
H -0.89414 -2.55980 -3.51889 -0.018 -0.028 0.000
H -5.49766 3.10414 -0.33445 0.002 0.005 -0.002
H -5.26445 0.65587 0.09812 -0.003 0.001 0.000
H 1.17235 -0.68075 4.90017 0.002 0.004 0.005
H -2.32487 -1.89604 -2.73743 -0.004 0.025 0.013
H -0.00911 2.03559 3.79202 -0.003 -0.001 -0.011
H 1.61595 -3.22327 -1.85341 -0.001 0.010 -0.007
H 5.74221 1.44239 -1.77000 -0.001 0.005 0.002
H 0.05707 -3.37931 1.74791 -0.006 0.005 0.000
H -2.43662 -4.36265 -1.09724 -0.002 -0.010 -0.003
H 0.74117 -2.99997 4.08476 0.002 0.001 -0.001
H 1.25187 -4.08666 -0.35718 0.008 -0.007 -0.004
H 1.67317 1.69271 4.19252 -0.011 -0.008 0.007
H 2.52495 -1.15556 -0.62045 0.010 -0.007 -0.006
H 1.23137 2.21776 2.55550 0.012 -0.012 -0.005
H 4.93621 -0.85230 -1.20009 0.004 0.001 -0.003
H -3.40906 4.45068 -0.76627 -0.007 -0.002 0.001
H 0.56217 -4.63601 -1.88618 -0.002 -0.006 0.000
```
Forces are in eV/Å.

Charge distribution, Löwdin scheme, values in e: number 1, Si, carries 0.368; number 2, Mg, carries 0.654; number 3, O, carries 0.099; number 4, O, carries 0.099; number 5, N, carries 0.059; number 6, N, carries 0.061; number 7, N, carries -0.110; number 8, N, carries 0.060; number 9, N, carries 0.073; number 10, C, carries -0.071; number 11, C, carries -0.023; number 12, C, carries 0.013; number 13, C, carries -0.098; number 14, C, carries -0.043; number 15, C, carries -0.099; number 16, C, carries 0.013; number 17, C, carries -0.439; number 18, C, carries -0.028; number 19, C, carries -0.333; number 20, C, carries -0.165; number 21, C, carries -0.167; number 22, C, carries -0.041; number 23, C, carries -0.437; number 24, C, carries -0.177; number 25, C, carries -0.176; number 26, C, carries -0.043; number 27, C, carries -0.055; number 28, C, carries -0.435; number 29, C, carries -0.166; number 30, C, carries -0.042; number 31, H, carries 0.122; number 32, H, carries 0.019; number 33, H, carries 0.106; number 34, H, carries 0.020; number 35, H, carries 0.022; number 36, H, carries 0.028; number 37, H, carries 0.112; number 38, H, carries 0.108; number 39, H, carries 0.104; number 40, H, carries 0.027; number 41, H, carries 0.087; number 42, H, carries 0.020; number 43, H, carries 0.112; number 44, H, carries 0.086; number 45, H, carries 0.030; number 46, H, carries 0.107; number 47, H, carries 0.022; number 48, H, carries 0.079; number 49, H, carries 0.105; number 50, H, carries 0.073; number 51, H, carries 0.108; number 52, H, carries 0.122; number 53, H, carries 0.030



# 2
A single C21H23N3O4S molecule, computed with ωB97M-V/def2-TZVPD.

- SMILES: CCCCOC(=O)CSC1=C(C#N)[C@H](c2ccccc2OCC)[C@@H](C#N)C(=O)N1
- Energy relative to the best compared isomer or geometry (same formula, charge and spin): 1.9931 eV
- Total charge: 0
- Frontier orbital gap: 0.333 hartree

```
52
Properties=species:S:1:pos:R:3:forces:R:3
S -2.26751 1.59444 -1.13446 -0.083 0.083 0.092
O 4.15985 -0.19748 0.07939 -0.425 0.012 -0.047
O -4.46588 -0.14102 0.46192 -0.246 0.167 -0.293
O -2.90922 0.34755 2.00438 -0.059 -0.110 0.138
O 0.84460 1.56368 2.75920 0.087 -0.032 0.028
N -0.51635 1.43424 0.96955 -0.465 0.048 0.027
N 1.73924 4.11082 -0.36362 -0.009 0.566 -0.215
N 0.07673 0.49453 -3.68992 -0.063 -0.067 -0.407
C 6.01621 -1.37931 -0.99122 -0.285 0.186 0.239
C 0.17515 0.69800 -2.56376 -0.147 -0.002 -0.424
C -3.12820 -2.37508 -0.93295 -0.123 -0.140 0.112
C 3.39746 -2.41118 0.78183 0.316 0.166 0.004
C -3.38706 1.93176 0.27567 0.475 -0.294 -0.202
C 5.52484 -0.55355 0.19261 0.517 -0.143 -0.082
C -4.23142 -3.06015 -1.72998 0.230 0.133 0.034
C 3.18863 -1.13444 0.27609 -0.263 -0.104 0.030
C -4.59576 -1.47793 0.96131 0.199 -0.662 0.391
C 1.88352 -0.72495 -0.04576 0.248 0.095 -0.041
C 1.69477 0.68170 -0.57648 0.023 -0.073 -0.023
C 0.83074 -1.60084 0.14852 0.094 -0.048 0.009
C 0.33501 0.90804 -1.18869 -0.070 0.203 0.974
C 2.32845 -3.27005 0.97164 -0.126 -0.010 -0.022
C 1.04503 -2.87196 0.65430 -0.032 -0.112 0.065
C -3.40245 -2.35067 0.57240 -0.035 0.400 -0.208
C 1.81281 3.04975 0.05474 0.114 0.260 -0.097
C 0.71138 1.54899 1.56398 0.406 0.020 0.213
C 1.86113 1.70305 0.56887 0.241 -0.541 0.267
C -3.56733 0.63438 1.03148 0.087 0.495 0.047
C -0.69521 1.27558 -0.38959 -0.032 -0.083 -0.507
H -2.97257 2.72015 0.90194 -0.125 -0.090 0.041
H -4.40768 -4.06580 -1.35385 -0.073 -0.129 0.004
H -0.17306 -1.29814 -0.10980 -0.088 0.071 -0.053
H 6.04757 0.40674 0.21892 -0.040 -0.167 0.078
H -2.51831 -1.98326 1.09817 -0.047 -0.075 0.078
H -4.68932 -1.44204 2.05140 -0.076 0.017 -0.168
H 0.21222 -3.54264 0.79830 -0.081 -0.073 0.016
H -3.60527 -3.36212 0.92862 -0.006 -0.049 0.072
H -5.52229 -1.84618 0.52151 0.058 0.076 0.066
H 5.71213 -1.07226 1.14034 -0.047 0.107 -0.054
H -1.29720 1.27951 1.60852 0.056 -0.012 -0.068
H 2.47220 0.87094 -1.32513 -0.158 0.077 0.138
H -2.18765 -2.90474 -1.09991 0.051 0.067 -0.025
H -3.94326 -3.12994 -2.77560 -0.073 -0.042 -0.120
H 5.85410 -0.83153 -1.91624 0.017 0.032 -0.085
H 4.38884 -2.74748 1.04003 0.112 -0.001 -0.004
H 7.07837 -1.57860 -0.88090 0.120 -0.045 -0.004
H -4.31734 2.24892 -0.19097 0.047 0.033 0.001
H -5.16102 -2.49984 -1.67505 -0.162 0.014 -0.036
H 2.81002 1.55121 1.09063 -0.229 -0.035 0.011
H 2.50897 -4.25721 1.36946 0.025 -0.084 0.031
H 5.48338 -2.32505 -1.05492 0.018 -0.091 -0.035
H -2.99951 -1.35502 -1.30224 0.124 -0.012 0.014
```
Forces are in eV/Å.

Charge distribution, Löwdin scheme, values in e: number 1, S, carries 1.058; number 2, O, carries -0.062; number 3, O, carries 0.007; number 4, O, carries 0.097; number 5, O, carries 0.137; number 6, N, carries 0.149; number 7, N, carries 0.192; number 8, N, carries 0.179; number 9, C, carries -0.058; number 10, C, carries -0.230; number 11, C, carries -0.256; number 12, C, carries -0.014; number 13, C, carries -0.309; number 14, C, carries -0.233; number 15, C, carries -0.099; number 16, C, carries -0.209; number 17, C, carries -0.144; number 18, C, carries -0.092; number 19, C, carries -0.157; number 20, C, carries -0.012; number 21, C, carries -0.254; number 22, C, carries -0.073; number 23, C, carries -0.076; number 24, C, carries -0.175; number 25, C, carries -0.174; number 26, C, carries -0.411; number 27, C, carries -0.149; number 28, C, carries -0.574; number 29, C, carries -0.475; number 30, H, carries 0.099; number 31, H, carries 0.076; number 32, H, carries 0.103; number 33, H, carries 0.127; number 34, H, carries 0.101; number 35, H, carries 0.132; number 36, H, carries 0.100; number 37, H, carries 0.121; number 38, H, carries 0.126; number 39, H, carries 0.118; number 40, H, carries 0.118; number 41, H, carries 0.167; number 42, H, carries 0.104; number 43, H, carries 0.074; number 44, H, carries 0.082; number 45, H, carries 0.107; number 46, H, carries 0.079; number 47, H, carries 0.093; number 48, H, carries 0.068; number 49, H, carries 0.162; number 50, H, carries 0.107; number 51, H, carries 0.069; number 52, H, carries 0.084



no.,LUMO level (eV),E (a.u.)
1,0.0,-1728.14108
2,0.2,-1677.45529